Model P:
{"formula": "C6H14N2", "method": "wB97M-V/def2-TZVPD", "elements": ["N", "C", "C", "C", "C", "C", "N", "C", "H", "H", "H", "H", "H", "H", "H", "H", "H", "H", "H", "H", "H", "H"], "positions_angstrom": [[-0.043, -0.045, 2.141], [0.074, -0.100, 0.628], [1.518, -0.397, 0.138], [2.190, -1.737, 0.531], [3.151, -0.970, 1.147], [-0.774, 0.864, -0.131], [-2.060, 0.506, -0.460], [-2.234, 0.332, -1.884], [-1.041, -0.119, 2.332], [0.144, 0.963, 2.056], [-0.453, -1.000, 0.299], [1.329, -0.606, -0.919], [1.968, 0.611, 0.034], [2.344, -2.523, -0.196], [3.389, -0.748, 2.194], [4.079, -0.654, 0.587], [-0.516, 1.885, -0.450], [-3.170, -0.151, -2.150], [-2.628, 1.300, -0.071], [-2.093, 1.270, -2.426], [-1.357, -0.306, -2.115], [-3.815, 1.624, -1.287]], "lowdin_charge": [0.0859, -0.4003, -0.2259, -0.1541, -0.0114, -0.0564, -0.2102, -0.2264, 0.0715, 0.0693, 0.1286, 0.1303, 0.1200, 0.0699, 0.0923, 0.0888, 0.1341, 0.0583, 0.0226, 0.0518, 0.0890, 0.0722], "charge": 0}

Model Q:
{"formula": "C6H14N2", "method": "wB97M-V/def2-TZVPD", "elements": ["H", "N", "C", "C", "C", "C", "H", "H", "H", "H", "H", "H", "H", "H", "H", "N", "C", "C", "H", "H", "H", "H"], "positions_angstrom": [[-1.025, 0.847, 1.095], [-0.443, 0.317, 1.849], [0.016, -0.750, 1.413], [-0.511, -1.645, 0.180], [-1.613, -1.048, -0.680], [0.608, -2.273, -0.637], [0.894, -1.189, 1.878], [-0.967, -2.449, 0.777], [-1.215, -0.315, -1.369], [-2.411, -0.604, -0.083], [-2.046, -1.824, -1.309], [1.025, -1.546, -1.328], [0.216, -3.107, -1.222], [1.389, -2.675, 0.009], [1.733, 0.649, -0.330], [0.919, 0.860, -0.902], [0.283, 1.893, -0.503], [0.817, 2.954, 0.409], [-0.483, 2.246, -1.193], [0.041, 3.186, 1.147], [1.070, 3.868, -0.150], [1.701, 2.605, 0.952]], "lowdin_charge": [0.0704, 0.0747, -0.2395, -0.3988, -0.0966, -0.1014, 0.0977, 0.1258, 0.0503, 0.0742, 0.0767, 0.0528, 0.0761, 0.0713, 0.0612, 0.0912, -0.3285, -0.0920, 0.1052, 0.0705, 0.0823, 0.0764], "smiles": "[H]/N=C\\C(C)C.[H]/N=C\\C", "charge": 0}

model Q has the most favorable energy; the next structure is 1080.7 kJ/mol above.

Model P:
{"formula": "C6H14N2", "method": "wB97M-V/def2-TZVPD", "elements": ["C", "C", "C", "C", "C", "C", "N", "N", "H", "H", "H", "H", "H", "H", "H", "H", "H", "H", "H", "H", "H", "H"], "positions_angstrom": [[0.218, -1.661, -2.925], [-0.136, -1.754, -1.643], [-0.525, -0.291, -0.679], [0.169, -0.563, 0.569], [1.684, -0.566, 0.561], [-0.407, 0.941, 1.469], [-1.820, 1.190, 1.460], [0.313, 2.132, 1.126], [0.385, -0.693, -3.394], [0.308, -2.535, -3.570], [-0.304, -2.737, -1.204], [-1.610, -0.347, -0.627], [-0.142, 0.555, -1.249], [-0.255, -1.404, 1.121], [2.062, -1.522, 0.190], [2.078, 0.231, -0.073], [2.075, -0.422, 1.573], [-0.116, 0.634, 2.476], [-2.085, 1.840, 2.197], [-2.107, 1.613, 0.583], [0.040, 2.495, 0.221], [0.174, 2.864, 1.819]], "lowdin_charge": [-0.0518, -0.1050, -0.1530, -0.3171, -0.0896, -0.4211, 0.0140, 0.0234, 0.0466, 0.0445, 0.0795, 0.0922, 0.0998, 0.1266, 0.0728, 0.0780, 0.0757, 0.1182, 0.0702, 0.0616, 0.0631, 0.0715], "smiles": "C=CC[C@@H](C)C(N)N", "charge": 0}

Model Q:
{"formula": "C6H14N2", "method": "wB97M-V/def2-TZVPD", "elements": ["C", "C", "C", "N", "H", "H", "H", "H", "H", "H", "H", "C", "C", "C", "N", "H", "H", "H", "H", "H", "H", "H"], "positions_angstrom": [[-2.409, -0.511, -0.201], [-1.631, 0.483, 0.603], [-0.920, 0.245, 1.701], [-0.653, -0.998, 2.262], [-2.390, -1.510, 0.225], [-2.010, -0.570, -1.211], [-3.446, -0.191, -0.275], [-1.679, 1.500, 0.239], [-0.407, 1.060, 2.191], [-0.502, -0.985, 3.260], [-1.288, -1.732, 1.989], [1.612, 1.405, -1.814], [1.696, 0.495, -0.629], [1.326, -0.942, -0.878], [2.089, 0.971, 0.466], [0.590, 1.441, -2.178], [2.244, 1.038, -2.619], [1.930, 2.405, -1.531], [0.458, -1.008, -1.532], [1.105, -1.451, 0.061], [2.159, -1.446, -1.363], [2.126, 0.301, 1.233]], "lowdin_charge": [-0.1075, -0.1962, -0.2581, 0.0469, 0.0579, 0.0594, 0.0687, 0.0921, 0.1041, 0.0805, 0.0689, -0.0598, -0.5123, -0.0502, 0.1250, 0.0727, 0.0778, 0.0737, 0.0661, 0.0640, 0.0805, 0.0459], "smiles": "C/C=C\\N.CC(C)=N", "charge": 0}

model Q has the most favorable energy; the next structure is 170.7 kJ/mol above.

Model P:
{"formula": "C6H14N2", "method": "wB97M-V/def2-TZVPD", "elements": ["C", "C", "C", "C", "C", "C", "H", "H", "H", "H", "H", "H", "H", "H", "H", "H", "H", "H", "H", "H", "N", "N"], "positions_angstrom": [[-1.039, 2.543, 0.085], [0.245, 1.623, -0.416], [1.133, -0.499, -0.878], [2.454, -0.565, 0.015], [-1.102, -1.235, 0.969], [-1.699, -1.996, -0.293], [-0.538, 3.594, -0.625], [-2.331, 2.062, -0.205], [-0.802, 2.608, 1.514], [1.216, 2.003, 0.097], [0.334, 1.802, -1.481], [0.692, -1.614, -0.684], [1.121, -0.202, -1.944], [3.037, 0.438, -0.372], [2.807, -1.559, -0.337], [2.401, -0.617, 1.110], [-1.224, -1.577, 1.993], [-1.039, -2.950, -0.344], [-2.738, -2.232, -0.054], [-1.408, -1.157, -1.219], [0.033, 0.233, -0.260], [-0.245, -0.207, 1.068]], "lowdin_charge": [-0.1613, -0.3716, -0.2482, -0.0953, -0.1673, -0.0868, 0.1212, 0.1433, 0.1440, 0.1211, 0.0806, 0.1117, 0.1212, 0.1092, 0.0585, 0.0539, 0.0840, 0.0839, 0.0441, 0.1435, -0.3424, 0.0528], "charge": 0}

Model Q:
{"formula": "C6H14N2", "method": "wB97M-V/def2-TZVPD", "elements": ["N", "C", "C", "N", "C", "C", "C", "C", "H", "H", "H", "H", "H", "H", "H", "H", "H", "H", "H", "H", "H", "H"], "positions_angstrom": [[-0.973, -1.165, -2.922], [-0.708, 0.139, -2.326], [-0.858, 0.164, -0.828], [0.453, 0.088, -0.106], [0.553, -1.014, 0.800], [0.819, -0.493, 2.252], [0.513, 0.999, 2.173], [0.729, 1.357, 0.648], [-1.383, -1.866, -2.332], [-0.387, -1.549, -3.639], [0.292, 0.473, -2.707], [-1.370, 0.855, -2.793], [-1.538, 0.925, -0.412], [-1.463, -0.657, -0.438], [-0.373, -1.586, 0.904], [1.151, -1.859, 0.390], [0.260, -1.061, 2.986], [1.881, -0.574, 2.451], [1.107, 1.651, 2.810], [-0.504, 1.283, 2.427], [0.070, 2.163, 0.300], [1.727, 1.727, 0.363]], "lowdin_charge": [-0.0146, -0.2724, -0.1964, -0.1503, -0.2193, -0.1566, -0.1642, -0.1551, 0.0505, 0.0527, 0.1229, 0.0836, 0.1170, 0.0983, 0.0910, 0.1177, 0.0995, 0.0978, 0.0970, 0.0960, 0.1006, 0.1044], "smiles": "NCCN1CCCC1", "charge": 0}

model Q has the most favorable energy; the next structure is 584.1 kJ/mol above.